Below is a structure of composition C3H10N2O2 in a non-equilibrium geometry, with properties calculated with the ωB97M-V functional and the def2-TZVPD basis.

```
17
Properties=species:S:1:pos:R:3:forces:R:3:lowdin_charge:R:1
C 1.286 -0.140 -0.746 -0.766 -0.071 -0.535 -0.4362
N 1.948 -1.212 -0.048 -0.053 0.019 0.125 0.0124
C -0.097 0.459 0.889 -0.702 0.909 -0.145 -0.3565
O 2.016 1.060 -0.863 -0.140 0.117 0.244 -0.0709
O 0.380 1.500 1.314 -0.330 -0.950 -0.421 0.0162
H 1.834 1.577 -0.055 0.041 -0.045 -0.195 0.0617
H 1.103 -0.483 -1.776 0.266 -0.023 -0.045 0.1195
H 2.172 -0.928 0.901 -0.005 -0.054 -0.044 0.0621
H 2.830 -1.446 -0.496 -0.082 0.035 0.018 0.0687
H -0.095 -0.512 1.403 0.250 -0.009 -0.171 0.1418
C -2.422 -0.313 0.139 0.180 0.065 0.183 -0.0775
N -1.232 0.493 -0.138 -0.189 0.439 0.300 -0.0931
H -1.417 1.464 -0.376 -0.082 -0.034 0.190 0.1426
H -0.148 0.068 -0.752 1.639 -0.383 0.490 0.1503
H -2.138 -1.366 0.121 -0.066 0.007 -0.004 0.0869
H -2.848 -0.078 1.118 -0.049 -0.020 -0.041 0.0864
H -3.172 -0.145 -0.633 0.087 -0.001 0.049 0.0856
```
Forces are in eV/Å.

Output
LUMO energy in eV: 0.753
Multiplicity: 1
Energy above the lowest of the compared OMol25 structures with the same formula, charge and spin in kJ/mol: 428.0
Strongest force on any atom in hartree/bohr: 0.0341
E in hartree: -380.17365
Net charge: 0
Gap between HOMO and LUMO in Ha: 0.327